# 1
Here is 2 unconnected molecules or ions with the total composition C4H8N2S at a distorted geometry from OMol25. Energies are from ωB97M-V/def2-TZVPD.

```
15
C4H8N2S (ωB97M-V/def2-TZVPD)
C 0.95 -0.15 2.35
C 1.03 1.37 0.25
C -0.61 -1.08 -1.72
C -1.71 -0.12 -1.61
H -0.17 0.11 3.25
H 0.89 -0.95 1.31
H 1.95 -0.54 3.13
H 0.97 2.10 -0.52
H -0.17 -1.27 -2.82
H -0.75 -1.82 -0.95
H -2.48 -0.16 -0.75
H -1.77 0.69 -2.57
N 0.33 0.27 0.09
N -0.18 0.10 -1.26
S 1.72 1.47 1.83
```

Summary:
Largest force on an atom: 5.07 eV/Å
2S+1: 1

---

# 2
Here is C4H8N2S in the gas phase at a distorted geometry from OMol25. Energies are from ωB97M-V/def2-TZVPD.

```
15
C4H8N2S (ωB97M-V/def2-TZVPD)
N -2.14 -0.80 -0.74
C -1.53 -0.10 0.26
S -2.32 0.09 1.72
N -0.25 0.22 0.09
C 0.76 0.66 1.06
C 1.86 0.28 0.06
C 0.74 -0.22 -0.93
H -3.12 -0.73 -0.53
H -1.81 -0.83 -1.70
H 0.79 -0.02 1.87
H 0.66 1.64 1.49
H 2.39 1.18 -0.33
H 2.55 -0.40 0.54
H 0.78 -1.29 -1.03
H 0.65 0.32 -1.84
```

Summary:
Largest force on an atom: 2.28 eV/Å
Structure (SMILES): NC(=S)N1CCC1
2S+1: 1

---

# 3
Here is C4H8N2S in the gas phase at a distorted geometry from OMol25. Energies are from ωB97M-V/def2-TZVPD.

```
15
C4H8N2S (ωB97M-V/def2-TZVPD)
C 2.20 -1.04 -0.12
N 0.80 -1.28 0.11
C -0.20 -0.43 -0.09
S -1.83 -0.86 0.06
N 0.21 0.81 -0.47
C 0.79 1.76 0.47
C -0.51 2.02 -0.17
H 2.31 -0.50 -1.03
H 2.72 -2.02 -0.20
H 2.65 -0.40 0.68
H 0.49 -2.19 0.38
H 1.68 2.25 0.16
H 0.80 1.46 1.52
H -0.60 2.70 -0.98
H -1.42 1.94 0.43
```

Summary:
Largest force on an atom: 1.40 eV/Å
Structure (SMILES): CNC(=S)N1CC1
2S+1: 1

---

# 4
Here is 2 unconnected molecules or ions with the total composition C4H8N2S at a distorted geometry from OMol25. Energies are from ωB97M-V/def2-TZVPD.

```
15
C4H8N2S (ωB97M-V/def2-TZVPD)
C 0.80 0.72 -1.04
C 1.32 -0.16 0.01
C 0.40 -1.25 0.31
N 0.59 -0.18 1.25
H 1.37 1.57 -1.00
H -0.26 0.97 -0.90
H 0.96 0.12 -1.95
H 2.37 -0.35 0.06
H -0.61 -1.07 -0.18
H 0.60 -2.22 0.38
H 1.24 -0.49 2.04
N -1.83 1.06 0.80
C -2.49 0.31 0.15
S -3.64 -0.28 -0.75
H -0.81 1.24 0.83
```

Summary:
Largest force on an atom: 4.64 eV/Å
Structure (SMILES): C[C@@H]1CN1.N=C=S
2S+1: 1

---

# 5
Here is C4H8N2S in the gas phase at a distorted geometry from OMol25. Energies are from ωB97M-V/def2-TZVPD.

```
15
C4H8N2S (ωB97M-V/def2-TZVPD)
C -1.34 -0.43 0.36
C -0.53 0.72 1.18
C -2.27 0.11 -0.67
C 2.58 -0.83 -0.46
N -1.03 -1.58 0.48
N 1.79 -0.28 0.55
S 0.87 0.94 0.13
H -1.20 1.56 1.03
H -0.28 0.41 2.15
H -1.83 0.81 -1.37
H -3.06 0.57 -0.10
H -2.55 -0.79 -1.18
H 2.14 -1.71 -0.77
H 2.53 -0.29 -1.35
H 3.74 -0.97 -0.23
```

Summary:
Largest force on an atom: 3.51 eV/Å
2S+1: 1

---

# 6
Here is C4H8N2S in the gas phase at a distorted geometry from OMol25. Energies are from ωB97M-V/def2-TZVPD.

```
15
C4H8N2S (ωB97M-V/def2-TZVPD)
C 0.75 1.53 -0.07
C 0.15 0.16 0.06
N 0.77 -0.93 -0.22
N 2.06 -0.81 -0.69
C -1.28 0.05 0.50
C -2.04 -1.19 0.24
S -2.57 0.21 -0.78
H 1.57 1.68 0.69
H 1.21 1.66 -1.07
H 0.01 2.32 0.06
H 2.60 -0.06 -0.27
H 2.54 -1.71 -0.56
H -1.53 0.59 1.40
H -1.50 -1.97 -0.27
H -2.75 -1.53 0.97
```

Summary:
Largest force on an atom: 1.00 eV/Å
Structure (SMILES): C/C(=N\N)[C@@H]1CS1
2S+1: 1

---

# 7
Here is C4H8N2S in the gas phase at a distorted geometry from OMol25. Energies are from ωB97M-V/def2-TZVPD.

```
15
C4H8N2S (ωB97M-V/def2-TZVPD)
N -2.24 -0.90 0.21
C -0.96 -0.87 -0.45
C -0.04 0.05 0.29
C 0.13 1.55 0.11
N 1.10 0.59 -0.39
C 2.41 0.37 -0.13
S 3.22 -1.00 0.06
H -2.96 -1.28 -0.40
H -2.18 -1.45 1.08
H -0.46 -1.87 -0.51
H -1.07 -0.52 -1.49
H 0.09 -0.27 1.38
H 0.45 2.16 0.95
H -0.39 2.10 -0.68
H 2.89 1.33 -0.02
```

Summary:
Largest force on an atom: 1.70 eV/Å
Structure (SMILES): NC[C@@H]1CN1C=S
2S+1: 1

---

# 8
Here is C4H8N2S in the gas phase at a distorted geometry from OMol25. Energies are from ωB97M-V/def2-TZVPD.

```
15
C4H8N2S (ωB97M-V/def2-TZVPD)
C 0.25 -1.04 -1.41
C 0.00 -0.20 -0.20
N -0.82 0.79 -0.13
N -1.62 0.97 -1.27
C 0.80 -0.32 1.06
C 0.68 0.69 2.12
S 2.29 0.71 1.21
H -0.58 -1.77 -1.54
H 0.19 -0.30 -2.26
H 1.25 -1.61 -1.47
H -1.87 0.09 -1.73
H -2.47 1.44 -0.88
H 0.89 -1.34 1.48
H 0.12 1.60 1.95
H 0.88 0.29 3.07
```

Summary:
Largest force on an atom: 2.08 eV/Å
Structure (SMILES): C/C(=N\N)[C@@H]1CS1
2S+1: 1

---

One value per record, in order, for energy relative to the best compared isomer or geometry (same formula, charge and spin): 187.9 28.6 38.5 68.3 112.0 46.6 55.4 57.1 kcal/mol.